Density functional theory data (wB97M-V/def2-TZVPD) for a structure of composition C16H24Cl10FIN3O2PS2.

Properties
HOMO ... -8.4419 eV
Frontier orbital gap ... 0.2659 Ha

```
! RIJCOSX wB97M-V def2-TZVPD def2/J DEFGRID3
* xyz 0 1
H 5.797 -3.473 1.549
H 0.683 -8.055 -1.456
N 3.353 -0.811 -3.920
O -1.824 1.722 0.369
C -0.151 0.655 -3.386
Cl -5.714 4.582 6.788
Cl 7.237 -5.068 0.584
H -2.263 0.955 0.805
H -3.977 3.949 5.327
H -0.251 -0.029 0.862
C 0.881 0.153 -1.098
C -4.185 1.271 3.471
H 2.337 1.656 0.344
C 0.229 -7.068 -1.423
H -0.716 -7.078 -1.961
Cl -3.076 7.773 0.584
Cl 1.317 -5.911 -2.196
C 1.561 1.337 1.101
Cl -4.041 -0.183 2.475
S 2.849 -0.568 -5.480
I 4.781 -3.269 -2.000
H -5.165 1.715 3.310
H 1.271 -2.785 0.211
H 6.225 -4.770 2.689
H -4.205 6.316 2.054
C 1.981 -3.128 -0.586
C 0.788 0.108 0.464
C 3.344 -0.835 -0.809
C 5.942 -4.544 1.665
N -1.232 1.131 -4.241
O -2.094 2.820 -2.032
N 1.321 0.084 -5.396
C 2.271 -0.356 -3.171
C -4.617 4.822 5.424
Cl -2.945 2.456 3.049
H -3.043 2.893 -2.250
H 1.555 -3.032 -1.618
H 1.359 -0.810 0.794
H -0.777 1.546 -5.067
H 3.358 -0.268 0.167
C -0.274 0.677 -1.917
Cl -0.076 -6.635 0.264
Cl 4.424 -5.372 1.295
H 3.856 -2.558 0.458
S -3.336 0.206 -1.783
C -4.319 6.588 1.007
C 1.118 0.129 -4.017
Cl -4.177 5.131 0.016
C 2.142 -0.337 -1.679
H 0.873 2.174 1.379
H -4.070 0.996 4.517
H -4.012 5.705 5.609
H 4.284 -0.544 -1.359
Cl -5.510 5.046 3.913
C 3.391 -2.409 -0.560
H -1.763 0.301 -4.545
F 2.311 0.843 2.222
H -5.298 7.031 0.845
P -1.865 1.355 -1.250
H 2.138 -4.231 -0.410
*
```

Here are the Löwdin charges for atoms 1 to 2, given in e: H 0.014; H 0.027

---

Density functional theory data (wB97M-V/def2-TZVPD) for the molecule C5H8N2.

Properties
Relative energy (zero: lowest compared OMol25 entry of this formula, charge and spin) ... 122.48 kcal per mole
HOMO (spin up / spin down) ... -7.9932 / -8.9185 eV
Frontier orbital gap (spin up / spin down) ... 0.2740 / 0.3404 Ha

```
! RIJCOSX wB97M-V def2-TZVPD def2/J DEFGRID3
* xyz 0 1
H 2.544 0.367 1.827
H -0.644 1.472 0.280
H 0.389 1.203 -1.182
C 1.886 -0.449 -0.194
C -1.085 -0.287 -0.775
H -3.102 -0.781 -0.227
N 0.819 0.056 0.581
N 2.007 -1.051 -1.244
C -2.085 -0.817 0.191
H 2.386 1.615 0.480
H -2.068 -0.244 1.125
C -0.131 0.725 -0.341
C 2.141 0.618 0.846
H -1.160 -0.561 -1.822
H -1.897 -1.866 0.455
*
```

Here are the Löwdin charges for atoms 1 to 2, given in e: H 0.102; H 0.123

---

Density functional theory data (wB97M-V/def2-TZVPD) for a cluster of 2 separate species, C11H16FN2O2 in total.

Properties
HOMO ... -12.9161 eV
Frontier orbital gap ... 0.3634 Ha

```
! RIJCOSX wB97M-V def2-TZVPD def2/J DEFGRID3
* xyz 1 1
H 0.287 -1.875 -1.515
H 0.169 0.725 -2.514
H -0.728 -0.769 0.956
H -2.597 -1.159 -0.950
C 3.217 3.055 3.174
H -1.408 1.462 -2.384
C -2.332 -2.780 -2.300
H -1.749 0.835 -0.173
H 0.808 0.702 3.059
N -0.257 -0.607 0.066
C -0.749 0.671 -0.560
C 3.771 2.789 1.933
H 1.672 2.476 4.560
H 4.618 3.350 1.566
H 3.621 1.541 0.189
C -0.541 -1.792 -0.812
H -0.157 1.504 -0.202
O -4.701 -2.700 -2.668
H -1.761 -3.662 -2.022
C -0.819 0.601 -2.078
F -0.582 -2.895 -0.024
O -1.448 -0.570 -2.584
C 3.215 1.780 1.165
C -3.788 -2.999 -1.926
H 0.755 -0.555 0.254
N 2.172 1.045 1.556
C 2.133 2.302 3.598
C -1.802 -1.520 -1.613
H 3.624 3.835 3.803
C 1.652 1.315 2.758
H -2.292 -2.670 -3.378
H -4.004 -3.436 -0.934
*
```

Here are the Löwdin charges for atoms 1 to 2, given in e: H 0.190; H 0.137

---

Density functional theory data (wB97M-V/def2-TZVPD) for a cluster of 2 separate species, C2H2F5P in total.

Properties
Relative energy (zero: lowest compared OMol25 entry of this formula, charge and spin) ... 76.43 kcal per mole
HOMO (spin up / spin down) ... -9.5362 / -8.5482 eV
Frontier orbital gap (spin up / spin down) ... 0.3450 / 0.2947 Ha

```
! RIJCOSX wB97M-V def2-TZVPD def2/J DEFGRID3
* xyz 0 1
F 1.151 0.552 2.225
C 0.621 0.759 1.035
F -0.230 1.758 1.122
F -1.656 -1.643 0.282
C -0.519 -1.195 -0.295
F 1.589 1.039 0.163
H 0.492 0.414 -1.434
P -0.624 -0.323 -1.834
H -1.299 0.705 -1.187
F 0.475 -2.065 -0.077
*
```

Here are the Löwdin charges for atoms 1 to 2, given in e: F 0.134; C -0.503

---

Density functional theory data (wB97M-V/def2-TZVPD) for the molecule C4H8N4O.

Properties
SMILES ... [H]\N=C(N)/C(=N\[H])C(/O)=N/C
Relative energy (zero: lowest compared OMol25 entry of this formula, charge and spin) ... 83.11 kcal per mole
HOMO ... -8.4970 eV
Frontier orbital gap ... 0.3095 Ha

```
! RIJCOSX wB97M-V def2-TZVPD def2/J DEFGRID3
* xyz 0 1
C -0.244 0.699 -1.207
H -2.573 -1.097 1.319
H -1.467 -0.888 2.614
O 1.330 -0.611 1.831
C 0.487 -0.001 1.002
H -1.512 1.679 -0.183
H -1.191 -2.222 1.477
H 2.227 -0.291 1.594
H -0.545 0.432 -3.152
N 2.349 0.821 -0.228
H 2.577 1.037 -1.207
N 0.093 0.135 -2.422
N -0.710 -0.341 0.696
H 0.871 -0.512 -2.433
N -1.247 1.508 -1.160
C -1.510 -1.180 1.562
C 1.065 0.831 -0.102
*
```

Here are the Löwdin charges for atoms 1 to 2, given in e: C -0.448; H 0.075

---

Density functional theory data (wB97M-V/def2-TZVPD) for a structure of composition C27H29N5O2SbSe4Tl.

Properties
HOMO ... -2.1040 eV
Frontier orbital gap ... 0.2212 Ha

```
! RIJCOSX wB97M-V def2-TZVPD def2/J DEFGRID3
* xyz -2 1
H -3.017 1.457 -1.451
C 0.183 -3.315 -3.158
N 0.376 0.154 2.816
C -2.418 2.323 1.717
H 0.007 -4.716 1.203
H 0.569 -2.640 -3.915
C -0.765 -5.021 -1.207
C -1.811 3.966 -1.908
C -1.456 2.928 -1.054
H -0.383 -2.852 4.278
O 1.229 -1.993 -1.512
Se -5.853 -0.932 2.223
H 1.984 -2.482 2.938
C 0.446 4.751 -1.996
H 1.684 1.395 -4.842
H -0.135 1.827 4.009
C 0.526 0.665 -3.182
Se -2.997 -2.043 -0.806
H -0.797 -0.516 4.400
C -2.493 1.961 -0.634
C -0.341 1.419 3.002
H 0.935 -0.819 4.607
H -2.389 1.516 3.720
H 1.208 0.997 -2.409
C 0.788 0.883 -4.523
N -0.565 0.040 -2.754
C -0.888 4.891 -2.373
C -1.124 -5.236 -2.519
C 1.795 0.439 2.651
H 1.192 5.451 -2.360
H -2.131 0.336 2.451
C 0.834 3.710 -1.179
H 1.924 1.084 1.781
C 0.112 -0.821 3.873
C 0.533 -3.018 -1.801
H 0.087 2.105 2.273
H -3.316 2.798 2.123
O 0.329 1.764 0.044
H -1.201 5.698 -3.024
H -1.682 3.105 1.483
H 2.345 -0.485 2.479
N 0.912 -2.876 1.211
Sb -4.445 -2.607 1.200
C -0.623 -4.371 -3.500
C -0.135 0.420 -5.461
C 0.335 -3.845 0.610
C -0.088 2.741 -0.687
H 1.071 -4.002 2.979
H -2.002 -0.638 -5.712
Tl -0.529 -0.673 -0.018
H -2.853 4.062 -2.200
H -1.003 -2.280 2.750
C -1.271 -0.250 -5.018
C -1.431 -0.413 -3.650
C -1.866 1.343 2.780
C 1.037 -2.951 2.653
H -0.888 -4.533 -4.541
H -1.790 -6.047 -2.785
C -0.126 -2.258 3.398
H -2.311 -0.920 -3.272
Se -5.138 -3.174 -1.226
H 1.872 3.578 -0.893
C 0.087 0.621 -6.859
H -1.137 -5.692 -0.439
C 0.045 -3.949 -0.810
N -2.885 1.636 0.525
N 0.261 0.783 -7.985
Se -3.904 -4.606 2.457
H 2.212 0.945 3.542
*
```

Here are the Löwdin charges for atoms 1 to 2, given in e: H 0.108; C -0.053